<A>
A cluster of 3 separate species, C5H12O3 in total, computed with wB97M-V/def2-TZVPD.

SMILES: C=C(O)/C=C/C.O.O
multiplicity: 1
charge: 0
HOMO-LUMO gap: 10.12 eV
HOMO energy: -9.354 eV

Cartesian coordinates (Å):
C: 0.735 1.534 2.097
C: -0.005 0.492 -2.510
C: 0.426 -0.079 -1.390
O: 0.333 -1.437 -1.135
C: 1.005 0.590 -0.182
C: 0.188 1.051 0.749
H: 0.684 2.641 2.115
H: -0.011 1.332 2.869
H: 1.750 1.199 2.250
H: -0.344 -0.209 -3.258
H: 0.102 1.518 -2.764
H: 0.165 -1.943 -1.933
H: 2.085 0.538 -0.220
H: -0.854 1.373 0.626
H: -0.227 -1.162 1.251
H: 0.655 -1.489 2.470
O: 0.003 -1.854 1.880
H: -1.771 -1.820 -0.554
H: -2.513 -0.662 -1.112
O: -2.407 -1.614 -1.248

Atomic partial charges in e from the natural (NBO) method, atoms 1 to 6: C -0.657; C -0.525; C 0.300; O -0.703; C -0.253; C -0.179

=====

<B>
A cluster of 2 separate species, C5H12O3 in total, computed with wB97M-V/def2-TZVPD.

SMILES: CCOC(=O)CC.O
multiplicity: 1
charge: 0
HOMO-LUMO gap: 11.32 eV
HOMO energy: -10.531 eV

Cartesian coordinates (Å):
O: 0.504 3.631 2.299
O: 0.516 1.408 1.778
C: 0.915 2.484 2.478
C: 0.000 0.000 0.000
C: 2.521 3.288 4.332
C: 0.100 1.472 0.460
C: 1.908 2.068 3.631
H: -0.826 -0.550 0.481
H: 0.952 -0.484 0.275
H: -0.124 -0.065 -1.094
H: 3.617 3.190 4.407
H: 2.116 3.488 5.338
H: 2.289 4.148 3.682
H: -0.871 2.001 0.400
H: 0.841 2.061 -0.113
H: 1.242 1.512 4.318
H: 2.688 1.366 3.277
O: 2.268 7.408 4.796
H: 1.458 7.113 5.271
H: 2.133 7.111 3.868

Atomic partial charges in e from the natural (NBO) method, atoms 1 to 6: O -0.605; O -0.526; C 0.815; C -0.622; C -0.625; C -0.066

=====

Q: Which of them is the least stable? A: <A>.

=====

<A>
A cluster of 2 separate species, C2H6O3 in total, computed with wB97M-V/def2-TZVPD.

multiplicity: 1
charge: 0
HOMO-LUMO gap: 9.37 eV
HOMO energy: -8.646 eV

Cartesian coordinates (Å):
C: -0.969 0.617 -0.122
C: -0.230 -0.570 0.406
O: -0.614 -1.788 0.064
O: 2.323 0.370 0.321
O: 1.492 -0.325 -0.527
H: -1.028 0.573 -1.209
H: -1.976 0.632 0.288
H: -0.465 1.535 0.165
H: 0.155 -0.529 1.416
H: -0.929 -1.810 -0.851
H: 2.241 1.297 0.049

Atomic partial charges in e from the natural (NBO) method, atoms 1 to 6: C -0.686; C 0.416; O -0.641; O -0.466; O -0.422; H 0.226

=====

<B>
A cluster of 2 separate species, C2H6O3 in total, computed with wB97M-V/def2-TZVPD.

multiplicity: 1
charge: 0
HOMO-LUMO gap (alpha / beta): 7.73 / 7.53 eV
HOMO energy (alpha / beta): -7.017 / -6.810 eV

Cartesian coordinates (Å):
C: -1.395 -0.142 0.420
C: 1.196 0.054 0.349
O: -1.942 0.602 -0.589
O: 1.324 1.380 0.089
O: 1.532 -0.740 -0.736
H: -1.507 -1.215 0.394
H: -1.472 0.338 1.382
H: 1.571 -0.229 1.317
H: -2.104 0.041 -1.353
H: 1.015 1.536 -0.813
H: 1.783 -1.625 -0.460

Atomic partial charges in e from the natural (NBO) method, atoms 1 to 6: C -0.129; C 0.364; O -0.698; O -0.695; O -0.730; H 0.144

=====

Q: Which of them is the least stable? A: <A>.

=====

<A>
The ion C3H7N2O2 with charge +1, computed with wB97M-V/def2-TZVPD.

SMILES: [H]/N=C(\O)COC=[NH2+]
multiplicity: 1
charge: +1
HOMO-LUMO gap: 11.46 eV
HOMO energy: -15.279 eV

Cartesian coordinates (Å):
C: 1.057 0.378 -1.273
C: -0.077 -0.601 -1.495
C: 0.377 0.997 1.465
N: -0.517 0.243 2.090
N: -0.850 -0.887 -0.546
O: -0.042 -1.037 -2.751
O: 1.006 0.903 0.349
H: 1.022 1.503 -1.596
H: 0.714 1.804 2.011
H: -1.103 0.568 2.811
H: -0.885 -0.570 1.550
H: -1.584 -1.552 -0.778
H: -0.793 -1.378 -3.201
H: 1.935 -0.104 -1.449

Atomic partial charges in e from the natural (NBO) method, atoms 1 to 6: C 0.005; C 0.537; C 0.602; N -0.715; N -0.730; O -0.670

=====

<B>
The ion C3H7N2O2 with charge +1, computed with wB97M-V/def2-TZVPD.

SMILES: O[N+](O)=CN1CC1
multiplicity: 1
charge: +1
HOMO-LUMO gap: 10.14 eV
HOMO energy: -14.146 eV

Cartesian coordinates (Å):
C: 0.072 -0.939 -0.203
C: -0.692 0.540 1.597
C: -0.459 1.547 0.491
N: -0.084 0.171 0.433
N: 0.607 -1.192 -1.437
O: 1.268 -0.323 -2.237
O: 0.769 -2.548 -1.792
H: -0.110 -1.911 0.309
H: -0.005 0.772 2.385
H: -1.706 0.165 1.858
H: -1.171 1.849 -0.278
H: 0.092 2.430 0.748
H: 2.327 -0.509 -2.370
H: 0.482 -2.735 -2.769

Atomic partial charges in e from the natural (NBO) method, atoms 1 to 6: C 0.347; C -0.203; C -0.198; N -0.339; N 0.177; O -0.520

=====

Q: Which of them is the least stable? A: <B>.

=====

<A>
A structure of composition C3H9O2, computed with wB97M-V/def2-TZVPD.

multiplicity: 1
charge: -1
HOMO-LUMO gap: 7.77 eV
HOMO energy: -3.402 eV

Cartesian coordinates (Å):
C: -1.950 0.166 0.812
O: -1.584 -1.070 0.292
H: -1.167 0.627 1.414
H: -2.807 0.008 1.504
H: -2.362 0.847 -0.041
C: 1.654 -0.639 -0.307
O: 0.696 -1.709 -0.335
C: 1.039 0.703 -0.726
H: 2.461 -0.894 -1.016
H: 1.953 -0.486 0.750
H: -0.286 -1.081 0.001
H: 0.204 0.889 -1.504
H: 1.721 1.562 -0.942
H: 0.427 1.077 0.099

Atomic partial charges in e from the natural (NBO) method, atoms 1 to 6: C -0.227; O -0.886; H 0.118; H 0.118; H 0.100; C -0.071

=====

<B>
A cluster of 2 separate species, C3H9O2 in total, computed with wB97M-V/def2-TZVPD.

multiplicity: 1
charge: -1
HOMO-LUMO gap: 7.23 eV
HOMO energy: -2.775 eV

Cartesian coordinates (Å):
C: -0.171 0.392 0.854
O: 1.071 0.625 0.270
C: -1.229 -0.078 -0.203
C: -0.890 0.357 -1.620
H: -0.487 1.369 1.261
H: -0.065 -0.362 1.649
H: -2.217 0.147 0.198
H: -1.205 -1.188 -0.233
H: -1.452 1.289 -1.872
H: -1.287 -0.337 -2.371
H: 0.130 0.622 -1.860
H: 2.639 -1.704 1.444
H: 2.242 -0.342 0.939
O: 2.922 -0.790 1.545

Atomic partial charges in e from the natural (NBO) method, atoms 1 to 6: C -0.039; O -0.976; C -0.437; C -0.610; H 0.098; H 0.112

=====

Q: Which of them is the least stable? A: <A>.